(1)
The following is a quantum chemistry calculation of 2 unconnected molecules or ions with the total composition C5H10O2, from the OMol25 dataset.

The calculation puts the HOMO energy at -8.2 eV. For the energy above the lowest of the compared OMol25 structures with the same formula, charge and spin, the calculation gives 291.52 kJ/mol. For the gap between HOMO and LUMO, the calculation gives 8.95 eV. The structure (SMILES) is C/C=C/C=C/O.O. The lowest unoccupied orbital energy is 0.027 Ha.

Structure (ORCA input):
```
! wB97M-V def2-TZVPD RIJCOSX def2/J DEFGRID3
* xyz 0 1
C -1.61 -0.28 2.12
C -0.78 -0.47 0.89
C 0.57 -0.42 0.86
C 1.20 -0.22 -0.44
C 1.26 -1.21 -1.34
O 1.71 -1.19 -2.60
H -2.47 0.39 2.10
H -1.90 -1.27 2.44
H -0.91 0.07 2.90
H -1.24 -0.26 -0.07
H 1.19 -0.43 1.76
H 1.70 0.77 -0.63
H 0.84 -2.22 -1.20
H 2.09 -0.42 -3.04
O -0.56 2.12 -1.44
H -1.29 2.35 -0.88
H 0.21 2.70 -1.44
*
```

***

(2)
The following is a quantum chemistry calculation of C20H16N4O6S3 in the gas phase, from the OMol25 dataset.

The calculation puts the HOMO energy at -9.1 eV. For the energy above the lowest of the compared OMol25 structures with the same formula, charge and spin, the calculation gives 30.68 kJ/mol. For the gap between HOMO and LUMO, the calculation gives 7.87 eV. The structure (SMILES) is [H]/N=C1/C(=C\c2ccc(OS(=O)(=O)c3ccccc3)cc2)C(=O)N=C2SC(S(=O)(=O)CC)=NN21. The lowest unoccupied orbital energy is -0.045 Ha.

Structure (ORCA input):
```
! wB97M-V def2-TZVPD RIJCOSX def2/J DEFGRID3
* xyz 0 1
H 0.50 0.72 -0.50
N 0.23 -0.25 -0.40
C 0.72 -1.03 -1.26
C 0.43 -2.46 -1.35
C -0.44 -3.13 -0.56
C -1.19 -2.70 0.60
C -2.51 -3.13 0.73
C -3.29 -2.73 1.80
C -2.72 -1.93 2.79
O -3.48 -1.49 3.85
S -4.56 -0.31 3.51
O -5.29 -0.69 2.33
O -5.26 -0.07 4.72
C -3.43 1.01 3.13
C -2.94 1.11 1.84
C -1.98 2.08 1.57
C -1.54 2.92 2.58
C -2.05 2.80 3.86
C -3.00 1.84 4.15
C -1.39 -1.55 2.71
C -0.63 -1.93 1.62
C 1.05 -3.27 -2.45
O 0.84 -4.46 -2.56
N 1.87 -2.63 -3.36
C 2.09 -1.38 -3.25
S 3.10 -0.42 -4.33
C 2.73 0.97 -3.32
S 3.30 2.63 -3.75
O 2.71 2.92 -5.02
O 3.02 3.48 -2.64
C 5.09 2.40 -3.93
C 5.65 1.96 -2.60
N 1.96 0.73 -2.34
N 1.59 -0.55 -2.27
H -0.63 -4.15 -0.88
H -2.95 -3.75 -0.03
H -4.32 -3.01 1.88
H -3.31 0.45 1.08
H -1.58 2.17 0.57
H -0.80 3.67 2.37
H -1.71 3.47 4.65
H -3.43 1.71 5.13
H -0.96 -0.95 3.50
H 0.41 -1.64 1.57
H 5.48 3.37 -4.24
H 5.24 1.68 -4.73
H 5.30 0.96 -2.35
H 6.74 1.94 -2.62
H 5.32 2.64 -1.82
*
```

***

(3)
The following is a quantum chemistry calculation of 2 unconnected molecules or ions with the total composition C2H5N4, from the OMol25 dataset.

The calculation puts the HOMO energy at -15.6 eV. For the energy above the lowest of the compared OMol25 structures with the same formula, charge and spin, the calculation gives 257.06 kJ/mol. For the gap between HOMO and LUMO, the calculation gives 11.53 eV. The lowest unoccupied orbital energy is -0.149 Ha.

Structure (ORCA input):
```
! wB97M-V def2-TZVPD RIJCOSX def2/J DEFGRID3
* xyz 1 1
C -1.23 1.63 -0.05
C 2.61 0.16 0.11
N -1.43 -0.77 0.16
N 1.60 -0.32 -0.12
N -0.67 -1.76 -0.08
N -1.19 0.39 0.04
H -1.58 2.10 -0.96
H -0.94 2.25 0.79
H 3.55 0.58 0.33
H 0.32 -1.60 -0.31
H -1.05 -2.68 0.11
*
```

***

(4)
The following is a quantum chemistry calculation of C12H12Si in the gas phase, from the OMol25 dataset.

The calculation puts the HOMO energy at -7.6 eV. For the energy above the lowest of the compared OMol25 structures with the same formula, charge and spin, the calculation gives 0.00 kJ/mol. For the gap between HOMO and LUMO, the calculation gives 8.38 eV. The structure (SMILES) is C1=C[C@@H]2c3ccccc3[SiH2][C@@H]2C=C1. The lowest unoccupied orbital energy is 0.027 Ha.

Structure (ORCA input):
```
! wB97M-V def2-TZVPD RIJCOSX def2/J DEFGRID3
* xyz 0 1
C -2.46 -1.12 0.95
C -1.19 -1.53 0.52
C -0.46 -0.85 -0.60
C 1.00 -0.42 -0.29
C 1.99 -1.42 -0.34
C 3.27 -1.03 -0.25
C 3.55 0.23 0.12
C 2.58 1.11 0.39
C 1.27 0.84 0.09
Si -0.31 1.93 0.30
C -1.18 0.52 -0.91
C -2.56 0.56 -0.73
C -3.23 -0.17 0.19
H -2.90 -1.72 1.71
H -0.76 -2.36 1.14
H -0.47 -1.47 -1.50
H 1.71 -2.35 -0.77
H 4.07 -1.72 -0.45
H 4.55 0.69 -0.03
H 2.76 2.11 0.74
H -0.55 2.14 1.74
H -0.56 3.23 -0.40
H -0.91 0.67 -1.90
H -3.21 1.25 -1.38
H -4.31 -0.09 0.40
*
```

***

(5)
The following is a quantum chemistry calculation of 2 unconnected molecules or ions with the total composition C3H9N4, from the OMol25 dataset.

The calculation puts the HOMO energy (alpha / beta) at -13.6 / -13.8 eV. For the energy above the lowest of the compared OMol25 structures with the same formula, charge and spin, the calculation gives 779.91 kJ/mol. For the gap between HOMO and LUMO (alpha / beta), the calculation gives 7.29 / 7.95 eV. The lowest unoccupied orbital energy (alpha / beta) is -0.233 / -0.214 Ha.

Structure (ORCA input):
```
! wB97M-V def2-TZVPD RIJCOSX def2/J DEFGRID3
* xyz 1 1
C -1.76 -1.55 0.45
C 2.07 -0.46 0.78
C -0.66 1.57 0.23
N -1.24 -0.81 -0.40
N 0.85 -0.83 0.71
N 0.60 -0.41 -1.66
N 0.09 -0.49 -0.34
H -2.82 -1.63 0.63
H -1.17 -1.90 1.32
H 2.65 -0.64 1.59
H 2.44 0.26 0.09
H 0.21 2.01 -0.11
H -1.51 1.88 -0.50
H -0.95 1.31 1.16
H -0.24 -0.27 -2.29
H 1.14 -1.27 -1.94
*
```

***

(6)
The following is a quantum chemistry calculation of a molecular structure, C3H12N4Si, from the OMol25 dataset.

The calculation puts the HOMO energy at -8.8 eV. For the energy above the lowest of the compared OMol25 structures with the same formula, charge and spin, the calculation gives 279.09 kJ/mol. For the gap between HOMO and LUMO, the calculation gives 9.02 eV. The lowest unoccupied orbital energy is 0.009 Ha.

Structure (ORCA input):
```
! wB97M-V def2-TZVPD RIJCOSX def2/J DEFGRID3
* xyz 0 1
C -0.30 1.65 -0.69
C -0.87 -1.31 -1.21
C -1.41 -0.16 1.66
N 4.53 -0.62 0.18
N 3.82 0.25 -0.25
N 2.64 0.56 -0.24
N 1.37 -0.37 0.79
Si -0.21 -0.02 0.13
H -0.62 1.87 -1.71
H -0.98 2.34 -0.13
H 0.70 2.15 -0.82
H 0.02 -1.30 -1.86
H -0.91 -2.35 -1.04
H -1.66 -1.02 -1.86
H -1.41 0.89 2.07
H -2.46 -0.41 1.43
H -1.16 -0.75 2.52
H 4.14 -1.48 0.51
H 2.24 1.40 -0.42
H 1.51 -1.31 0.39
*
```